ORCA calculation (ωB97M-V/def2-TZVPD) on a 5-piece molecular cluster, C36H74F2NO24P5 overall in a non-equilibrium geometry.

Structure (XYZ):
```
142
C36H74F2NO24P5, DFT ωB97M-V/def2-TZVPD
O -2.5662 5.0414 -8.9309
O 4.6061 -1.4757 -3.0424
C 0.5171 5.7956 8.4092
H -3.7365 -8.2849 -1.1148
H 0.6514 4.6248 10.2650
O 2.4350 0.3965 -1.8907
C 1.2578 -0.9195 -3.9585
N 0.1752 1.4109 7.2243
C -0.6503 6.8935 -10.8046
O -1.2275 -8.3058 0.2751
H -4.9849 -9.7955 3.3213
H -1.2321 -3.9901 -0.4396
H -1.5373 -5.5386 -1.2542
P -1.9233 -7.6164 1.5962
H -0.1301 2.8455 5.2079
H 0.8945 2.7620 3.7546
O -0.5039 6.1306 4.8284
C -1.4082 -5.0564 -0.2838
C 6.2388 0.9403 -1.4933
F -2.0477 0.8056 7.2204
H -0.8826 -1.1688 3.9158
O 4.4536 0.9369 -3.1558
H -1.8388 5.6402 -5.1566
C -1.8981 -1.1996 3.5233
O -1.0320 -0.1187 1.4819
H -3.9604 -2.4442 -2.7105
C -0.0818 5.2355 9.7316
H -1.2290 3.2011 -5.0412
O -0.5959 -0.6422 6.4506
C 2.4982 0.1620 6.8248
C 1.0520 3.1000 -8.0083
P -0.8088 -1.1749 0.2339
O 3.3540 0.1641 5.7533
H -3.9784 -0.5940 -0.9720
H -2.4706 -4.8259 1.5820
O 2.6536 -0.5968 -4.0346
H 5.5461 2.5828 -2.6918
H -0.9748 7.1796 -11.8066
C -0.8136 0.4098 6.9381
H 5.4368 0.0066 -5.3547
C -4.1371 -9.3573 3.8509
H 1.0881 -1.7870 -4.6013
H 1.4839 3.6080 -8.8663
C -2.3147 4.4710 5.2784
C 1.7281 1.7233 5.3906
C 1.3629 1.1175 6.5128
H 2.3905 4.0151 5.9395
O -2.8745 -8.9428 1.8390
O 2.7075 -0.3721 7.8616
H -3.0712 -0.2610 1.9694
H 4.4108 2.0937 -1.4368
C 5.1282 1.7199 -2.1724
H -4.0964 -9.7818 4.8556
O -0.4612 -1.8772 -1.0514
H -2.4611 -0.7043 -1.8530
H -1.4156 4.8853 -11.0416
H 1.0559 3.2337 -5.8522
O -2.0313 -7.0342 2.9731
C -2.2049 3.5369 -5.3926
H -2.5965 -1.0187 4.3426
C 0.3848 1.6047 8.6252
C 5.9351 -0.9101 -5.0419
O 1.5132 6.6700 6.1378
H 1.3846 2.0616 -8.0831
H 0.3150 5.0403 -11.3025
H 1.4379 4.7510 -6.6641
H 0.3126 6.8649 8.4087
C 1.6430 4.2141 5.1626
H 2.8223 -2.0066 2.2269
H 1.3667 -1.3960 3.0367
C 0.8938 2.8595 4.8468
H 0.9977 -3.6633 2.0036
H 1.8226 -0.7611 1.4604
H 2.6405 3.4669 -6.6144
C 1.5722 3.6708 -6.7070
H -1.0311 4.7162 9.5800
C 1.7966 -1.6691 2.0719
H -1.9815 -9.3321 3.6856
H 5.4669 -2.8299 -4.2575
C -2.8089 -8.5956 -1.5939
H 0.7050 1.1705 -3.9223
O -0.3997 -2.3793 1.2844
C -1.8630 -9.2390 -0.6033
C 4.9700 -1.8634 -4.3715
P -1.3750 4.3030 -8.4013
P 3.5103 -0.3130 -2.6580
H -2.3448 -10.0493 -0.0628
H -2.7568 -10.6921 2.8877
H -1.3652 7.2836 -10.0804
O -2.4462 -1.3924 0.1207
H 0.3061 7.3764 -10.5967
C 0.9718 -2.7534 1.4024
F -0.4672 0.9884 9.4182
H 1.5893 5.5968 8.4654
H 4.1011 -2.0531 -4.9958
H 6.3569 -1.3773 -5.9337
H -2.7301 -3.2700 -1.7437
H 2.1982 4.5607 4.2883
H 6.7928 1.5810 -0.8060
C -1.3936 5.1522 4.2598
H -3.4940 -4.7976 0.1503
O 1.2472 2.3238 8.9943
H -0.5121 -5.4889 0.1748
H 0.9729 -1.2072 -2.9479
C -2.0960 -0.1627 2.4387
H -2.8712 5.2223 5.8468
O -0.3769 3.0371 -8.0801
O -0.0446 5.1016 7.2802
H -0.2655 6.0917 10.3934
H 1.3787 -2.9977 0.4168
H -1.0460 -9.7030 -1.1617
O 3.4296 1.2485 3.7281
C -3.5526 -2.5610 -1.7050
H -1.7949 3.8138 5.9850
H 5.8355 0.0957 -0.9260
P 0.6111 5.5487 5.8517
O -0.2254 5.0316 -9.3321
C 0.4331 0.2525 -4.4455
H 0.6141 0.4318 -5.5076
H -3.0621 3.8527 4.7642
C -0.5172 5.3896 -10.6861
C 2.9813 1.0934 4.8107
C -2.1197 4.9453 -5.9485
H -2.0947 0.8273 2.9054
H -2.0570 5.7101 3.5878
O -1.1205 5.0484 -6.9600
H -4.3326 -8.2881 3.9302
H 6.7486 -0.6374 -4.3698
H -0.8829 4.4361 3.6014
H -3.0658 -9.3103 -2.3782
H 6.9319 0.5318 -2.2285
H -2.5304 2.8309 -6.1629
H -4.3205 -3.0009 -1.0666
O -2.9400 -6.6609 0.7344
H -2.0828 -2.2068 3.1525
C -2.8511 -9.6233 3.0966
H -3.0873 5.2685 -6.3417
C -3.1059 -1.2282 -1.1466
H -0.6333 0.0684 -4.2997
H -2.9129 3.4908 -4.5637
H -2.3577 -7.7163 -2.0535
C -2.6227 -5.2740 0.5963
```

The calculated total energy is -141044.119 eV. Its structure (SMILES) is CCOP(=O)(CCC1=C(N(C(=O)F)C(=O)F)C(=O)OC1=O)OCC.CCOP(=O)(OCC)OCC.CCOP(=O)(OCC)OCC.CCOP(=O)(OCC)OCC.CCOP(=O)(OCC)OCC. As for the HOMO energy: -10.09 eV. The HOMO-LUMO gap comes out at 8.686 eV. The value obtained for the LUMO energy is -1.40 eV. Its spin multiplicity is 1.